No. 1
C3H9N3O in the gas phase in a non-equilibrium geometry. Source: OMol25; level of theory: wB97M-V/def2-TZVPD.

Calculated values
- LUMO energy (eV) = 0.95
- electronic energy (eV) = -9771.6669
- SMILES string = NN(N)CCC=O

```
! RIJCOSX wB97M-V def2-TZVPD def2/J DEFGRID3
* xyz 0 1
N -1.685 0.353 -0.613
N -0.570 -0.477 -0.744
N -0.662 -1.711 -0.104
C 0.877 0.039 -0.986
C 1.507 0.327 0.350
C 0.430 1.249 1.066
O -0.360 0.937 1.949
H -2.518 -0.102 -0.982
H -1.873 0.529 0.380
H -0.556 -1.697 0.910
H -1.514 -2.274 -0.161
H 0.794 0.931 -1.616
H 1.415 -0.764 -1.500
H 2.430 0.903 0.246
H 1.672 -0.554 0.973
H 0.615 2.312 0.833
*
```

Results of the Löwdin charge analysis, in e, for atoms 1 through 6:
1 N 0.0196
2 N -0.3372
3 N 0.0101
4 C -0.1431
5 C -0.1499
6 C -0.2331

=====

No. 2
C3H9N3O in the gas phase in a non-equilibrium geometry. Source: OMol25; level of theory: wB97M-V/def2-TZVPD.

Calculated values
- LUMO energy (eV) = 0.63
- electronic energy (eV) = -9772.6707
- SMILES string = [H]/N=C(/N)N(O)CC

```
! RIJCOSX wB97M-V def2-TZVPD def2/J DEFGRID3
* xyz 0 1
H -0.022 -1.781 -0.907
N 0.911 -1.624 -0.456
C 1.137 -0.450 -0.029
N 2.356 -0.166 0.606
N 0.235 0.598 0.084
O 0.798 1.928 -0.004
C -1.102 0.450 -0.358
C -1.902 -0.411 0.620
H 3.055 -0.880 0.266
H 2.741 0.815 0.416
H 0.766 2.009 -0.982
H -1.468 1.500 -0.561
H -1.159 -0.057 -1.355
H -2.920 -0.668 0.227
H -1.315 -1.408 0.860
H -2.111 0.146 1.574
*
```

Results of the Löwdin charge analysis, in e, for atoms 1 through 6:
1 H 0.0484
2 N 0.1116
3 C -0.5650
4 N 0.0873
5 N -0.1576
6 O -0.0059

=====

No. 3
2 unconnected molecules or ions with the total composition C3H9N3O in a non-equilibrium geometry. Source: OMol25; level of theory: wB97M-V/def2-TZVPD.

Calculated values
- LUMO energy (eV) = 0.63
- electronic energy (eV) = -9773.9493
- SMILES string = NC(N)O.CC#N

```
! RIJCOSX wB97M-V def2-TZVPD def2/J DEFGRID3
* xyz 0 1
N -0.545 1.293 -1.504
C -0.574 -0.041 -0.990
N -1.919 -0.551 -0.858
O 0.271 -0.869 -1.681
H -0.510 1.294 -2.515
H -1.315 1.851 -1.163
H -0.132 -0.011 0.106
H -2.328 -0.652 -1.784
H -1.899 -1.473 -0.438
H 1.141 -0.982 -1.140
C 1.151 0.280 2.378
C 1.407 -0.456 1.153
N 1.999 -1.089 0.374
H 0.950 1.324 2.139
H 0.285 -0.143 2.886
H 2.019 0.224 3.036
*
```

Results of the Löwdin charge analysis, in e, for atoms 1 through 6:
1 N 0.0670
2 C -0.6473
3 N 0.0576
4 O -0.0497
5 H 0.0737
6 H 0.0705

=====

No. 4
2 unconnected molecules or ions with the total composition C3H9N3O in a non-equilibrium geometry. Source: OMol25; level of theory: wB97M-V/def2-TZVPD.

Calculated values
- LUMO energy (eV) = 0.99
- electronic energy (eV) = -9769.1799

```
! RIJCOSX wB97M-V def2-TZVPD def2/J DEFGRID3
* xyz 0 1
C 0.293 0.862 1.171
C 1.303 -0.165 -1.418
C 1.322 -1.494 -1.263
N -0.949 0.633 0.776
N -1.718 1.711 0.351
N -1.597 -0.483 0.674
O -0.827 -1.593 1.007
H -2.620 1.342 0.044
H -1.828 2.411 1.084
H 0.818 0.075 1.677
H 0.621 1.886 1.227
H 2.107 0.461 -1.067
H 0.591 0.308 -2.076
H 2.082 -1.980 -0.659
H 0.622 -2.130 -1.790
H -0.221 -1.846 0.263
*
```

Results of the Löwdin charge analysis, in e, for atoms 1 through 6:
1 C -0.0085
2 C -0.0806
3 C -0.0987
4 N -0.3526
5 N 0.0948
6 N -0.0541

=====

No. 5
C3H9N3O2 in the gas phase in a non-equilibrium geometry. Source: OMol25; level of theory: wB97M-V/def2-TZVPD.

Calculated values
- LUMO energy (eV) = 0.75
- electronic energy (eV) = -11819.8991
- SMILES string = CN(N)CNC(=O)O

```
! RIJCOSX wB97M-V def2-TZVPD def2/J DEFGRID3
* xyz 0 1
C 1.446 0.187 -1.241
N 1.242 -0.402 0.042
N 0.540 0.664 1.046
C 0.219 -1.448 0.031
N -1.134 -0.908 0.119
C -1.257 0.494 0.205
O -1.098 1.212 -0.818
O -2.283 0.797 1.075
H 0.490 0.801 -1.490
H 2.328 0.827 -1.210
H 1.495 -0.572 -2.022
H 1.042 0.569 1.922
H 0.610 1.629 0.736
H 0.325 -2.029 -0.892
H 0.401 -2.105 0.890
H -1.715 -1.365 0.811
H -2.652 1.647 0.798
*
```

Results of the Löwdin charge analysis, in e, for atoms 1 through 6:
1 C -0.1324
2 N -0.1379
3 N 0.1047
4 C -0.2009
5 N 0.0559
6 C -0.6497

=====

No. 6
C3H9N3O2 in the gas phase in a non-equilibrium geometry. Source: OMol25; level of theory: wB97M-V/def2-TZVPD.

Calculated values
- LUMO energy (eV) = 0.74
- electronic energy (eV) = -11818.9851
- SMILES string = [H]/N=C(\NO)[C@H](O)CN

```
! RIJCOSX wB97M-V def2-TZVPD def2/J DEFGRID3
* xyz 0 1
H 1.254 -2.602 0.851
N 1.216 -2.083 -0.019
C 0.513 -0.950 0.062
N 0.041 -0.393 1.379
O -1.377 -0.491 1.410
C 0.498 0.001 -1.021
O 1.427 0.978 -0.417
C -0.746 0.799 -1.382
N -1.199 1.625 -0.190
H 0.362 -1.202 1.924
H -1.561 0.351 0.797
H 1.030 -0.338 -1.893
H 1.256 0.809 0.579
H -1.569 0.063 -1.522
H -0.612 1.428 -2.230
H -0.532 2.308 -0.149
H -2.026 2.140 -0.440
*
```

Results of the Löwdin charge analysis, in e, for atoms 1 through 6:
1 H 0.0382
2 N 0.1636
3 C -0.3317
4 N -0.0579
5 O -0.1234
6 C -0.3025

=====

No. 7
C3H9N3O2 in the gas phase in a non-equilibrium geometry. Source: OMol25; level of theory: wB97M-V/def2-TZVPD.

Calculated values
- LUMO energy (eV) = -0.81
- electronic energy (eV) = -11818.2422
- SMILES string = CNN(C)[C@H](O)N=O

```
! RIJCOSX wB97M-V def2-TZVPD def2/J DEFGRID3
* xyz 0 1
C -2.092 -0.673 -0.731
N -1.355 0.031 0.312
N -0.105 0.602 -0.241
C 0.285 1.702 0.652
C 0.970 -0.425 -0.317
O 1.046 -1.159 0.912
N 2.269 0.076 -0.900
O 3.252 -0.345 -0.277
H -2.229 -0.051 -1.622
H -3.086 -0.936 -0.356
H -1.593 -1.604 -1.020
H -1.134 -0.616 1.080
H 1.162 2.233 0.269
H -0.518 2.447 0.710
H 0.503 1.361 1.671
H 0.662 -1.156 -1.074
H 1.962 -1.487 0.933
*
```

Results of the Löwdin charge analysis, in e, for atoms 1 through 6:
1 C -0.1233
2 N -0.0840
3 N -0.1558
4 C -0.0928
5 C -0.3836
6 O -0.0262

=====

No. 8
3 unconnected molecules or ions with the total composition C3H9N3O2 in a non-equilibrium geometry. Source: OMol25; level of theory: wB97M-V/def2-TZVPD.

Calculated values
- LUMO energy (eV) = 0.43
- electronic energy (eV) = -11812.0981

```
! RIJCOSX wB97M-V def2-TZVPD def2/J DEFGRID3
* xyz 0 1
C 1.652 -1.553 0.154
C -0.171 0.143 0.065
C -0.822 1.293 0.005
H 2.013 -1.913 -1.003
H 0.524 -1.923 0.536
H 2.565 -1.817 0.785
H 2.569 1.240 0.385
H -1.423 1.341 -1.036
H -1.538 1.209 0.971
H 0.594 2.605 -0.535
H -2.808 -0.862 1.180
H -2.958 -1.526 -1.048
N 1.259 -0.096 0.064
N -0.865 -0.915 -0.139
N -2.366 -0.592 -0.165
O 1.993 0.890 -0.384
O -0.218 2.478 0.164
*
```

Results of the Löwdin charge analysis, in e, for atoms 1 through 6:
1 C -0.0606
2 C -0.3999
3 C -0.3573
4 H 0.1289
5 H 0.1197
6 H 0.0660

=====

No. 9
C3H9N3S in the gas phase in a non-equilibrium geometry. Source: OMol25; level of theory: wB97M-V/def2-TZVPD.

Calculated values
- LUMO energy (eV) = 0.87
- electronic energy (eV) = -18561.3856
- SMILES string = CNC(=NS)NC

```
! RIJCOSX wB97M-V def2-TZVPD def2/J DEFGRID3
* xyz 0 1
C 1.090 -1.944 1.475
N 1.031 -0.483 1.471
C 0.350 0.077 0.372
N -0.709 0.723 0.658
S -1.631 1.570 -0.507
N 1.020 -0.182 -0.811
C 0.358 -0.959 -1.821
H 0.929 -2.434 0.514
H 2.090 -2.188 1.829
H 0.379 -2.391 2.182
H 0.686 -0.040 2.297
H -0.705 2.371 -1.123
H 1.990 -0.383 -0.724
H 1.061 -1.204 -2.643
H -0.035 -1.923 -1.397
H -0.487 -0.371 -2.211
*
```

Results of the Löwdin charge analysis, in e, for atoms 1 through 6:
1 C -0.0913
2 N -0.0272
3 C -0.5780
4 N -0.3366
5 S 0.6632
6 N -0.0311

=====

No. 10
C3H9N3S in the gas phase in a non-equilibrium geometry. Source: OMol25; level of theory: wB97M-V/def2-TZVPD.

Calculated values
- LUMO energy (eV) = 0.71
- electronic energy (eV) = -18561.8912
- SMILES string = CCNC(=S)NN

```
! RIJCOSX wB97M-V def2-TZVPD def2/J DEFGRID3
* xyz 0 1
C 1.091 1.904 -2.506
C 1.200 0.909 -1.342
N -0.052 0.226 -0.978
C -0.316 -0.219 0.252
S -1.867 -0.647 0.762
N 0.780 -0.527 1.008
N 0.702 -1.207 2.254
H 2.065 2.033 -2.942
H 0.380 1.548 -3.287
H 0.893 2.914 -2.130
H 1.926 0.168 -1.641
H 1.585 1.455 -0.493
H -0.818 0.498 -1.554
H 1.688 -0.574 0.559
H 0.101 -0.611 2.798
H 0.199 -2.080 2.084
*
```

Results of the Löwdin charge analysis, in e, for atoms 1 through 6:
1 C -0.0790
2 C -0.2463
3 N -0.0146
4 C -0.8923
5 S 0.5453
6 N -0.1065

=====

Relative energy (zero: lowest compared OMol25 entry of this formula, charge and spin) across the listed records, respectively: 373.6, 276.8, 153.4, 613.6, 401.4, 489.6, 561.3, 1154.1, 124.8, 76.1 kJ/mol.